Below is 11 unconnected molecules or ions with the total composition C46H66O14S2 in a non-equilibrium geometry, with properties calculated with wB97M-V/def2-TZVPD.

```
128
Properties=species:S:1:pos:R:3:lowdin_charge:R:1
C 0.833 -1.425 -3.270 -0.22
S 1.743 -1.498 -4.924 0.82
O 3.206 -1.512 -4.606 -0.56
C 1.227 -3.152 -5.476 -0.28
H 0.750 -2.452 -2.914 0.03
H -0.214 -1.132 -3.345 0.03
H 1.254 -0.663 -2.615 0.03
H 1.519 -4.016 -4.879 0.04
H 1.635 -3.444 -6.444 0.05
H 0.146 -3.147 -5.618 0.05
C -3.265 4.687 5.239 -0.28
S -2.921 4.816 3.481 0.86
O -1.570 4.095 3.198 -0.59
C -3.926 3.498 2.822 -0.28
H -3.390 3.663 5.590 0.06
H -4.064 5.284 5.680 0.05
H -2.434 5.139 5.781 0.05
H -4.112 3.889 1.821 0.03
H -4.943 3.405 3.205 0.06
H -3.356 2.576 2.934 0.06
C -1.475 -4.521 -3.433 -0.07
C -0.256 -5.318 -3.539 -0.10
C 0.386 -5.690 -2.374 -0.08
C -0.080 -5.261 -1.110 -0.10
C -1.241 -4.559 -1.020 -0.10
C -1.975 -4.195 -2.179 -0.09
H -2.092 -4.310 -4.294 0.10
H 0.126 -5.754 -4.451 0.10
H 1.313 -6.242 -2.419 0.10
H 0.545 -5.356 -0.235 0.09
H -1.548 -4.326 -0.011 0.09
H -2.962 -3.767 -2.080 0.09
C -0.796 1.700 0.972 -0.07
C -0.736 0.374 1.539 -0.07
C -0.930 -0.766 0.852 -0.12
C -1.218 -0.636 -0.464 -0.08
C -1.364 0.690 -1.051 -0.07
C -1.076 1.817 -0.336 -0.12
H -0.528 2.621 1.468 0.09
H -0.373 0.260 2.550 0.08
H -0.632 -1.669 1.363 0.09
H -1.262 -1.555 -1.029 0.07
H -1.720 0.771 -2.067 0.07
H -1.144 2.794 -0.790 0.10
C -0.609 5.980 -0.739 -0.09
C -1.984 5.632 -1.062 -0.05
C -2.400 5.757 -2.410 -0.09
C -1.472 6.206 -3.312 -0.09
C -0.156 6.492 -2.911 -0.11
C 0.274 6.368 -1.657 -0.15
H -0.318 5.847 0.292 0.10
H -2.630 5.238 -0.291 0.08
H -3.445 5.671 -2.670 0.10
H -1.690 6.299 -4.366 0.11
H 0.507 6.969 -3.618 0.11
H 1.294 6.636 -1.424 0.11
O 5.802 3.976 -0.562 0.06
C 4.727 3.336 -0.517 -0.45
O 3.971 3.282 -1.568 0.04
C 2.888 2.277 -1.473 -0.07
C 2.728 2.330 0.045 -0.19
C 4.053 2.516 0.677 -0.06
H 3.104 1.327 -1.962 0.12
H 2.041 2.552 -2.102 0.09
H 2.173 1.476 0.435 0.10
H 2.121 3.158 0.410 0.12
H 4.654 1.620 0.836 0.11
H 3.949 3.126 1.575 0.12
O -5.322 2.471 -1.890 0.11
C -5.161 1.374 -1.430 -0.48
O -4.778 0.333 -2.239 0.02
C -4.858 -0.837 -1.485 -0.18
C -5.033 -0.482 -0.035 -0.17
C -5.444 0.926 -0.021 -0.08
H -3.926 -1.340 -1.742 0.11
H -5.794 -1.298 -1.800 0.13
H -4.156 -0.565 0.606 0.11
H -5.785 -1.117 0.433 0.12
H -4.792 1.508 0.630 0.12
H -6.512 1.128 -0.103 0.15
O 3.944 -5.115 1.685 0.08
C 3.738 -3.912 1.594 -0.47
O 4.553 -3.029 2.158 0.04
C 4.022 -1.714 2.197 -0.13
C 3.131 -1.749 0.957 -0.13
C 2.766 -3.186 0.700 -0.08
H 4.804 -1.005 1.924 0.13
H 3.527 -1.531 3.150 0.11
H 3.704 -1.594 0.043 0.13
H 2.238 -1.166 1.183 0.11
H 3.007 -3.578 -0.288 0.13
H 1.776 -3.623 0.831 0.10
O -2.262 3.233 -6.216 0.15
C -1.347 2.869 -5.582 -0.49
O -0.068 3.251 -5.959 0.00
C 0.896 2.677 -5.073 -0.16
C 0.119 2.466 -3.796 -0.16
C -1.336 2.078 -4.298 -0.05
H 1.639 3.450 -4.879 0.13
H 1.249 1.751 -5.527 0.12
H 0.085 3.303 -3.098 0.11
H 0.579 1.598 -3.325 0.08
H -2.173 2.366 -3.662 0.12
H -1.461 1.013 -4.493 0.12
O -0.151 -3.785 2.375 0.08
C 0.057 -4.832 2.975 -0.43
O 1.019 -5.096 3.897 0.03
C 1.289 -6.438 4.000 -0.17
C 0.521 -7.074 2.817 -0.14
C -0.641 -6.119 2.617 -0.07
H 0.873 -6.854 4.918 0.13
H 2.366 -6.590 3.930 0.13
H 0.125 -8.036 3.144 0.11
H 1.057 -7.280 1.891 0.12
H -1.529 -6.316 3.218 0.14
H -0.832 -5.925 1.562 0.10
O 1.009 -0.695 4.178 0.09
C 1.758 -0.133 4.965 -0.53
O 1.527 -0.287 6.255 0.04
C 2.660 0.182 7.045 -0.10
C 3.699 0.392 5.879 -0.14
C 2.895 0.708 4.588 -0.05
H 2.841 -0.622 7.758 0.13
H 2.594 1.225 7.353 0.12
H 4.182 -0.584 5.900 0.12
H 4.323 1.240 6.160 0.11
H 3.430 0.395 3.691 0.10
H 2.698 1.780 4.588 0.14
```

Values from the calculation:
**HOMO level**: -0.3294 Eh
**LUMO level**: 0.33 eV
**Frontier orbital gap**: 9.29 eV